The following is a quantum chemistry calculation of C37H34GeN2O5OsPS2 as an isolated structure at a distorted geometry, from OMol25.

Summary:
frontier orbital gap (spin up / spin down) = 6.4 / 7.3 eV
multiplicity = 5
energy above the lowest of the compared OMol25 structures with the same formula, charge and spin = 27.9 kJ/mol
net charge = -1
E_HOMO (spin up / spin down) = -4.07 / -5.84 eV
E_tot = -5221.3769 hartree

Cartesian coordinates (Å):
Os (7.461, -15.948, -10.043)
O (6.643, -12.724, -12.581)
C (7.105, -13.440, -11.712)
O (6.778, -14.702, -11.517)
C (8.166, -12.896, -10.725)
P (7.937, -13.803, -9.149)
C (9.457, -13.421, -8.220)
C (9.432, -12.940, -6.917)
C (10.623, -12.832, -6.187)
C (11.823, -13.172, -6.793)
C (11.828, -13.712, -8.071)
C (10.693, -13.822, -8.814)
C (6.651, -12.872, -8.271)
C (5.388, -13.467, -7.952)
C (4.410, -12.672, -7.381)
C (4.559, -11.315, -7.231)
C (5.771, -10.730, -7.546)
C (6.782, -11.481, -8.104)
H (8.054, -11.822, -10.598)
H (9.132, -13.173, -11.103)
H (8.479, -12.651, -6.425)
H (10.551, -12.496, -5.162)
H (12.770, -13.017, -6.287)
H (12.729, -14.043, -8.540)
H (10.704, -14.252, -9.805)
H (5.193, -14.505, -8.090)
H (3.437, -13.131, -7.169)
H (3.763, -10.719, -6.824)
H (5.974, -9.674, -7.476)
H (7.732, -11.056, -8.418)
O (4.489, -17.279, -11.278)
S (5.440, -17.966, -10.475)
O (6.884, -17.727, -11.044)
O (5.298, -19.379, -10.206)
S (5.587, -16.965, -8.686)
C (9.133, -16.658, -9.026)
Ge (10.270, -18.044, -9.611)
C (12.195, -17.974, -9.003)
C (13.259, -17.536, -9.786)
C (14.535, -17.476, -9.243)
C (14.722, -17.711, -7.909)
C (13.686, -18.182, -7.125)
C (12.415, -18.358, -7.649)
C (9.593, -19.711, -8.879)
C (10.481, -20.790, -8.999)
C (10.077, -22.076, -8.699)
C (8.789, -22.333, -8.275)
C (7.894, -21.279, -8.082)
C (8.287, -19.988, -8.426)
C (10.134, -18.207, -11.572)
C (9.618, -19.359, -12.127)
C (9.362, -19.419, -13.489)
C (9.582, -18.324, -14.313)
C (10.030, -17.132, -13.756)
C (10.263, -17.049, -12.385)
H (9.225, -16.388, -7.952)
H (13.113, -17.264, -10.815)
H (15.368, -17.173, -9.878)
H (15.671, -17.514, -7.420)
H (13.915, -18.450, -6.089)
H (11.660, -18.810, -7.034)
H (11.494, -20.603, -9.380)
H (10.747, -22.895, -8.893)
H (8.534, -23.385, -8.152)
H (6.892, -21.505, -7.752)
H (7.614, -19.147, -8.302)
H (9.401, -20.254, -11.549)
H (8.915, -20.315, -13.945)
H (9.306, -18.443, -15.371)
H (10.141, -16.249, -14.404)
H (10.569, -16.101, -11.925)
C (5.874, -18.453, -5.068)
N (6.753, -17.337, -4.740)
C (7.730, -17.212, -3.796)
C (8.185, -15.904, -3.834)
N (7.460, -15.219, -4.808)
C (6.643, -16.097, -5.327)
H (5.906, -18.588, -6.161)
H (4.843, -18.205, -4.848)
H (6.216, -19.374, -4.536)
H (8.064, -18.008, -3.169)
H (9.014, -15.477, -3.297)
H (5.996, -15.929, -6.151)

Atoms 1-2, force components in eV/Å:
0.04 -0.19 0.10
0.27 -0.45 0.42

=====

The following is a quantum chemistry calculation of C16H17N3O4 as an isolated structure at a distorted geometry, from OMol25.

Summary:
frontier orbital gap = 8.1 eV
multiplicity = 1
energy above the lowest of the compared OMol25 structures with the same formula, charge and spin = 1649.3 kJ/mol
net charge = 0
E_HOMO = -8.53 eV
E_tot = -1084.5421 hartree

Cartesian coordinates (Å):
O (2.415, 0.152, 0.973)
C (1.311, 0.120, 0.321)
N (0.115, -0.527, 0.599)
C (-0.995, -0.470, -0.133)
H (-0.954, -1.120, -0.757)
C (-2.058, -0.672, 0.757)
H (-2.015, 0.066, 1.522)
H (-3.160, -0.609, 0.100)
C (-2.117, -1.957, 1.400)
C (-0.597, -2.425, 1.743)
C (0.225, -1.203, 1.633)
H (1.241, -1.305, 1.941)
H (-0.164, -0.431, 2.830)
H (-0.254, -3.075, 0.765)
H (-0.589, -2.929, 2.604)
O (-2.636, -1.985, 2.643)
C (-3.271, -3.226, 3.084)
H (-4.294, -3.075, 3.238)
C (-3.357, -4.063, 1.573)
H (-2.417, -4.907, 1.646)
O (-2.767, -2.952, 0.680)
H (-4.018, -4.437, 1.075)
H (-2.824, -3.786, 3.647)
H (-0.943, 0.394, -0.809)
C (1.176, 0.995, -1.236)
N (0.947, 0.133, -2.092)
N (1.164, 0.749, -3.177)
C (1.486, 1.876, -3.826)
O (1.749, 2.255, -4.892)
C (2.106, 2.672, -2.525)
C (2.493, 3.996, -2.874)
C (2.958, 4.872, -1.708)
C (2.936, 4.197, -0.451)
C (2.484, 3.059, -0.096)
C (2.031, 2.247, -1.224)
H (2.326, 2.469, 0.647)
H (3.164, 4.934, 0.421)
H (3.618, 5.559, -1.929)
H (2.626, 4.358, -3.851)
H (0.860, 0.051, -4.258)

Atoms 1-2, force components in eV/Å:
-4.78 -0.40 -2.41
1.93 2.85 -1.97

=====

The following is a quantum chemistry calculation of a 2-piece molecular cluster, C4H10N2 overall at a distorted geometry, from OMol25.

Summary:
frontier orbital gap = 10.2 eV
multiplicity = 1
energy above the lowest of the compared OMol25 structures with the same formula, charge and spin = 181.5 kJ/mol
net charge = 0
E_HOMO = -9.10 eV
E_tot = -267.8562 hartree

Cartesian coordinates (Å):
C (-3.233, -0.374, -0.355)
C (-1.834, 0.147, -0.606)
C (-1.080, 0.585, 0.410)
H (-3.519, -0.258, 0.697)
H (-3.236, -1.436, -0.594)
H (-4.020, 0.134, -0.918)
H (-1.655, 0.386, -1.631)
H (-0.052, 0.801, 0.321)
H (-1.518, 0.761, 1.386)
N (3.659, 0.547, 0.503)
C (2.501, -0.097, 0.191)
N (2.503, -1.044, -0.675)
H (4.418, 0.358, -0.132)
H (3.804, 1.134, 1.311)
H (1.675, -0.190, 0.902)
H (1.586, -1.454, -0.810)

Atoms 1-2, force components in eV/Å:
0.06 0.31 0.39
-1.29 1.06 1.49

=====

The following is a quantum chemistry calculation of one molecule with the formula C4H4N2O, from OMol25.

Summary:
frontier orbital gap = 9.9 eV
multiplicity = 1
energy above the lowest of the compared OMol25 structures with the same formula, charge and spin = 51.3 kJ/mol
net charge = 0
E_HOMO = -9.44 eV
E_tot = -339.5621 hartree

Cartesian coordinates (Å):
O (2.237, -1.252, 0.645)
C (1.249, -0.790, 0.117)
C (1.098, 0.655, -0.188)
C (-0.116, 1.172, 0.091)
N (-1.180, 0.276, 0.293)
C (-1.004, -1.004, -0.170)
N (0.139, -1.570, -0.258)
H (1.987, 1.188, -0.519)
H (-0.388, 2.223, 0.183)
H (-2.132, 0.602, 0.377)
H (-1.888, -1.500, -0.572)

Atoms 1-2, force components in eV/Å:
-0.32 0.05 -0.35
0.27 0.05 -0.02

=====

- energy above the lowest of the compared OMol25 structures with the same formula, charge and spin of number 3 (C4H10N2)?
  181.5 kJ/mol

=====

- Number 1 is which compound?
  C37H34GeN2O5OsPS2

=====

- Among the records above, which one has the highest E_tot?
  C4H10N2